(1)
Computed, not measured: 2 unconnected molecules or ions with the total composition CH3ClFNS at a distorted geometry, with the ωB97M-V functional and the def2-TZVPD basis.

```
8
Properties=species:S:1:pos:R:3:nbo_charge:R:1
C 0.130 0.854 -0.261 -0.118
N -1.542 -1.945 0.191 -0.263
F 0.680 2.128 0.070 -0.382
S 0.930 -0.427 0.750 0.271
Cl 2.224 -1.178 -0.516 -0.124
H -0.867 1.068 0.126 0.199
H 0.181 0.709 -1.283 0.203
H -1.736 -1.209 0.923 0.215
```

For the HOMO-LUMO gap (spin up / spin down), the calculation gives 8.363 / 8.359 eV. For the energy above the lowest of the compared OMol25 structures with the same formula, charge and spin, the calculation gives 102.34 kcal/mol.

---

(2)
Computed, not measured: C26H26N4O6 in the gas phase at a distorted geometry, with the ωB97M-V functional and the def2-TZVPD basis.

```
62
Properties=species:S:1:pos:R:3:nbo_charge:R:1
C -4.850 -2.834 -1.962 -0.256
O -4.811 -2.250 -0.683 -0.524
C -3.607 -2.183 -0.039 0.384
C -2.411 -2.684 -0.535 -0.347
C -1.251 -2.562 0.213 -0.134
C -1.261 -1.953 1.457 -0.083
C 0.008 -1.781 2.251 -0.243
N 0.580 -0.467 2.025 -0.627
C 0.279 0.577 2.812 0.668
O -0.359 0.494 3.843 -0.636
C 0.857 1.912 2.337 -0.315
N 0.657 2.141 0.918 -0.476
C 1.735 2.326 0.124 0.695
O 2.874 2.250 0.550 -0.636
C 1.473 2.643 -1.344 -0.495
C 1.523 1.357 -2.198 -0.478
C 2.274 0.281 -1.427 0.715
O 1.689 -0.510 -0.710 -0.664
N 3.614 0.316 -1.595 -0.589
C 4.601 -0.407 -0.928 0.363
C 4.344 -1.367 0.048 -0.275
C 5.429 -1.994 0.633 -0.149
C 6.712 -1.658 0.228 -0.280
C 6.852 -0.695 -0.758 0.054
N 5.827 -0.084 -1.324 -0.452
C -0.693 2.174 0.473 0.205
C -1.502 3.239 0.842 -0.236
C -2.839 3.302 0.460 -0.255
C -3.320 2.271 -0.309 0.234
C -2.504 1.201 -0.687 0.307
C -1.193 1.115 -0.294 -0.332
O -3.219 0.344 -1.475 -0.495
C -4.534 0.860 -1.515 0.230
O -4.570 2.094 -0.828 -0.476
C -2.459 -1.440 1.942 -0.180
C -3.619 -1.554 1.207 -0.289
H -4.552 -3.887 -1.931 0.179
H -5.887 -2.765 -2.288 0.198
H -4.210 -2.292 -2.666 0.177
H -2.365 -3.165 -1.498 0.217
H -0.324 -2.947 -0.187 0.206
H 0.748 -2.532 1.966 0.202
H -0.203 -1.856 3.321 0.235
H 1.039 -0.324 1.134 0.431
H 0.387 2.706 2.925 0.219
H 1.937 1.924 2.515 0.265
H 0.516 3.148 -1.468 0.237
H 2.275 3.317 -1.652 0.237
H 0.511 0.994 -2.380 0.239
H 2.003 1.553 -3.157 0.222
H 4.012 1.034 -2.186 0.420
H 3.333 -1.601 0.334 0.249
H 5.272 -2.739 1.399 0.219
H 7.578 -2.129 0.666 0.221
H 7.826 -0.391 -1.117 0.195
H -1.086 4.038 1.436 0.222
H -3.471 4.124 0.751 0.232
H -0.583 0.265 -0.549 0.258
H -4.834 1.015 -2.563 0.158
H -5.224 0.148 -1.035 0.173
H -2.473 -0.944 2.901 0.234
H -4.554 -1.165 1.579 0.222
```

For the HOMO-LUMO gap, the calculation gives 8.743 eV. For the energy above the lowest of the compared OMol25 structures with the same formula, charge and spin, the calculation gives 37.12 kcal/mol.

---

(3)
Computed, not measured: C4H10BrNS in the gas phase at a distorted geometry, with the ωB97M-V functional and the def2-TZVPD basis.

```
17
Properties=species:S:1:pos:R:3:nbo_charge:R:1
C 0.520 -1.660 -1.243 -0.593
C 0.047 -1.423 0.170 -0.271
N -0.311 -0.087 0.121 -0.376
C 0.612 0.810 0.735 -0.259
C 0.253 2.254 0.366 -0.621
S -2.301 0.169 0.929 0.127
Br -3.189 -0.431 -0.981 -0.059
H 1.501 -1.202 -1.392 0.202
H 0.640 -2.673 -1.412 0.205
H -0.270 -1.278 -1.903 0.227
H -0.740 -2.075 0.467 0.220
H 0.744 -1.589 0.957 0.171
H 1.581 0.591 0.574 0.213
H 0.642 0.803 1.869 0.169
H 0.958 3.070 0.285 0.217
H -0.189 2.198 -0.583 0.218
H -0.497 2.525 1.038 0.207
```

For the HOMO-LUMO gap, the calculation gives 8.337 eV. For the energy above the lowest of the compared OMol25 structures with the same formula, charge and spin, the calculation gives 21.46 kcal/mol.

---

(4)
Computed, not measured: 3 unconnected molecules or ions with the total composition C7H17NO2 at a distorted geometry, with the ωB97M-V functional and the def2-TZVPD basis.

```
27
Properties=species:S:1:pos:R:3:nbo_charge:R:1
C -1.751 -1.871 1.785 -0.396
C -0.753 -1.841 0.894 -0.175
C 0.663 -1.879 1.344 -0.271
N 1.655 -1.360 0.327 -0.647
C 1.517 0.067 0.339 -0.025
C 0.595 0.772 -0.315 -0.218
C 0.746 2.260 -0.304 -0.421
C -0.549 2.972 0.198 -0.605
H -1.875 -2.138 2.825 0.203
H -2.728 -1.618 1.383 0.194
H -1.071 -1.492 -0.104 0.187
H 0.853 -2.951 1.591 0.219
H 0.702 -1.334 2.346 0.189
H 2.678 -1.409 0.583 0.374
H 1.908 0.673 1.134 0.167
H 0.037 0.495 -1.202 0.203
H 1.516 2.654 0.357 0.200
H 1.000 2.593 -1.353 0.203
H -0.702 2.539 1.206 0.200
H -1.392 2.727 -0.453 0.200
H -0.518 4.051 0.342 0.212
O -2.561 -0.301 -1.458 -0.947
H -1.653 -0.621 -1.243 0.473
H -2.929 0.320 -0.801 0.480
O 1.285 -1.334 -3.361 -0.943
H 1.820 -1.562 -2.545 0.479
H 1.505 -0.413 -3.514 0.464
```

For the HOMO-LUMO gap, the calculation gives 10.048 eV. For the energy above the lowest of the compared OMol25 structures with the same formula, charge and spin, the calculation gives 91.92 kcal/mol.

---

(5)
Computed, not measured: 2 unconnected molecules or ions with the total composition C5H9NO2 at a distorted geometry, with the ωB97M-V functional and the def2-TZVPD basis.

```
17
Properties=species:S:1:pos:R:3:nbo_charge:R:1
C 1.513 0.908 -1.912 -0.657
C 0.394 0.106 -1.342 0.093
N 0.553 -1.130 -1.118 -0.407
C -0.369 -1.917 -0.434 -0.433
C -1.576 -1.532 -0.011 0.773
O -2.678 -1.323 0.291 -0.436
H 1.174 1.447 -2.798 0.217
H 1.860 1.646 -1.187 0.217
H 2.338 0.253 -2.182 0.231
H -0.492 0.670 -1.023 0.136
H -0.257 -2.976 -0.633 0.248
C -0.566 0.976 2.149 -0.244
O -0.494 -0.408 1.894 -0.741
H 0.065 1.560 1.471 0.162
H -0.284 1.204 3.182 0.168
H -1.607 1.260 1.998 0.184
H 0.424 -0.743 1.654 0.488
```

For the HOMO-LUMO gap, the calculation gives 9.052 eV. For the energy above the lowest of the compared OMol25 structures with the same formula, charge and spin, the calculation gives 72.11 kcal/mol.

---

(6)
Computed, not measured: a molecular structure, C36H30N10OSW at a distorted geometry, with the ωB97M-V functional and the def2-TZVPD basis.

```
79
Properties=species:S:1:pos:R:3:mulliken_charge:R:1
W -0.186 -0.138 -0.122 0.987
N -4.273 0.935 1.575 -0.409
C -3.133 0.314 1.284 0.682
S -2.748 -0.008 -0.407 -0.448
N -2.341 -0.089 2.225 -2.438
N -1.175 -0.651 1.825 1.803
C -0.535 -1.383 2.694 1.049
C -1.054 -1.739 4.005 0.674
C -2.361 -2.223 4.121 -0.368
C -2.861 -2.577 5.359 -0.911
C -2.085 -2.412 6.497 -0.542
C -0.796 -1.908 6.390 -0.956
C -0.268 -1.593 5.153 -0.154
C 0.810 -1.820 2.197 0.027
C 1.472 -3.044 2.836 -0.664
C 1.586 -4.139 1.772 -0.864
C 2.626 -3.241 0.077 -0.638
C 2.610 -1.810 -0.299 -1.201
N 1.453 -1.266 -0.032 0.267
H -4.935 1.179 0.857 0.249
H -4.559 0.980 2.541 0.249
H -2.966 -2.354 3.237 0.422
H -3.861 -2.971 5.436 0.444
H -2.482 -2.673 7.465 0.426
H -0.203 -1.750 7.276 0.460
H 0.729 -1.183 5.072 0.572
H 1.091 -3.313 3.816 0.925
H 1.265 -5.144 2.004 0.412
H 3.060 -3.869 -0.699 0.616
H 3.379 -1.273 -0.822 0.575
O 2.201 1.549 2.891 -0.625
C 1.604 0.754 2.194 -0.181
N 0.659 1.111 1.267 0.629
C 0.361 2.544 1.294 -1.337
C -0.406 2.929 0.068 0.569
C -0.728 4.248 -0.247 -1.110
C -1.332 4.528 -1.460 -0.433
C -1.593 3.475 -2.334 -1.063
C -1.307 2.191 -1.930 -0.336
N -0.730 1.910 -0.744 0.763
C 1.875 -0.718 2.314 0.230
C 3.076 -1.276 2.511 -1.598
C 2.980 -2.747 2.702 -0.194
C 3.051 -3.734 1.499 -0.209
C 1.154 -3.501 0.455 -0.554
N 0.630 -2.133 0.713 0.102
H 1.295 3.124 1.356 0.592
H -0.207 2.796 2.206 0.570
H -0.485 5.034 0.451 0.587
H -1.592 5.541 -1.729 0.469
H -2.023 3.645 -3.307 0.512
H -1.539 1.341 -2.567 0.444
H 4.004 -0.735 2.571 0.566
H 3.610 -3.106 3.514 0.749
H 3.877 -4.436 1.510 0.446
H 0.510 -4.058 -0.222 0.989
C -1.764 -5.216 -2.062 -0.596
C -0.979 -4.712 -3.093 -0.744
C -0.554 -3.400 -3.076 -0.664
C -0.894 -2.562 -2.000 1.003
C -1.684 -3.081 -0.955 0.066
C -2.117 -4.391 -0.999 -0.807
N -0.424 -1.260 -1.921 1.213
N 0.121 -0.790 -3.037 -1.406
C 0.945 0.242 -2.910 0.100
C 1.563 0.793 -4.060 -0.798
C 2.572 1.703 -3.902 -0.402
C 2.969 2.064 -2.604 -1.095
C 2.283 1.554 -1.526 -0.358
N 1.264 0.687 -1.646 0.583
H -2.100 -6.240 -2.079 0.456
H -0.690 -5.354 -3.910 0.426
H 0.054 -2.998 -3.870 0.522
H -1.967 -2.447 -0.116 0.117
H -2.741 -4.778 -0.208 0.485
H 1.227 0.446 -5.024 0.597
H 3.063 2.136 -4.759 0.478
H 3.800 2.732 -2.452 0.526
H 2.569 1.817 -0.512 0.479
```

For the HOMO-LUMO gap (spin up / spin down), the calculation gives 5.574 / 5.578 eV. As for the total charge: +2.